1.
A 3-piece molecular cluster, C26H47BrN7O3S2 overall at a distorted geometry, computed with ωB97M-V/def2-TZVPD.

Geometry as XYZ:
```
86
Properties=species:S:1:pos:R:3:forces:R:3
C 2.887 0.886 -0.768 0.207 0.457 -0.042
C 1.751 1.765 -0.269 -0.298 0.430 -0.437
N 0.566 1.072 0.299 0.360 -0.661 0.789
C 0.559 1.012 1.775 -0.002 0.168 -0.141
C 1.821 0.526 2.475 -0.128 -0.046 0.259
C 0.204 -0.093 -0.346 -0.119 0.351 -0.416
S 0.472 -1.632 0.106 -0.206 -0.118 0.197
S -0.617 0.175 -1.901 0.010 -0.156 -0.012
C -1.562 1.700 -1.618 -0.170 -0.005 -0.163
C -3.088 1.509 -1.796 0.310 0.437 0.029
C -3.930 2.197 -0.703 -0.131 -0.281 -0.043
C -4.662 1.360 0.301 -0.123 0.023 0.058
N -4.448 0.129 0.773 0.379 0.308 -0.128
C -3.418 -0.823 0.400 -0.335 -0.499 0.146
C -3.976 -1.783 -0.644 -0.421 0.233 -0.561
O -4.888 -1.496 -1.356 0.209 -0.022 0.243
Br -3.103 -3.453 -0.714 0.196 -0.065 0.138
C -5.384 -0.170 1.737 -0.260 -0.173 0.278
C -6.199 0.889 1.872 -0.076 0.153 0.090
N -7.282 1.064 2.729 -0.110 0.294 -0.349
N -5.732 1.840 0.960 0.047 -0.119 -0.064
C -6.302 3.143 0.798 0.047 0.269 -0.060
C -6.008 4.135 1.713 -0.014 0.038 0.034
C -6.577 5.388 1.517 -0.032 -0.062 -0.018
N -7.400 5.673 0.513 0.100 -0.109 0.009
C -7.667 4.701 -0.354 0.021 -0.047 0.018
C -7.136 3.420 -0.267 -0.092 -0.009 -0.012
H 3.795 1.485 -0.721 0.115 -0.024 0.011
H 2.742 0.620 -1.813 -0.112 -0.356 0.018
H 3.062 0.010 -0.152 -0.094 -0.140 -0.025
H 1.412 2.398 -1.090 -0.040 0.058 -0.071
H 2.120 2.443 0.495 -0.117 -0.027 0.204
H 0.341 2.029 2.104 -0.004 0.086 0.045
H -0.303 0.412 2.062 0.020 -0.166 -0.034
H 2.532 1.335 2.619 0.178 -0.001 -0.160
H 1.548 0.170 3.468 0.003 0.005 0.089
H 2.288 -0.307 1.962 0.041 -0.027 -0.092
H -1.304 2.066 -0.628 0.079 -0.093 0.134
H -1.213 2.446 -2.326 0.065 0.084 -0.031
H -3.359 0.468 -1.923 -0.036 -0.145 0.021
H -3.360 1.997 -2.728 -0.087 -0.105 -0.120
H -4.709 2.777 -1.194 -0.048 0.110 0.036
H -3.340 2.923 -0.139 0.123 0.050 -0.018
H -2.531 -0.340 0.012 0.232 0.072 -0.079
H -3.157 -1.397 1.284 0.202 0.083 0.077
H -5.428 -1.099 2.275 0.187 -0.137 -0.072
H -8.163 0.878 2.261 -0.023 -0.186 0.098
H -7.330 2.015 3.077 0.026 -0.027 0.166
H -5.357 3.953 2.556 0.081 -0.028 0.033
H -6.346 6.188 2.205 -0.055 0.110 0.044
H -8.342 4.938 -1.164 -0.049 0.101 -0.059
H -7.375 2.674 -1.011 -0.036 -0.092 -0.011
C 1.214 -6.932 -0.924 0.023 -0.074 0.037
C -0.093 -6.881 -1.708 0.162 0.113 0.116
C 0.085 -6.718 -3.222 -0.113 -0.112 -0.078
O 0.445 -5.418 -3.641 0.033 0.033 0.061
C 1.817 -5.093 -3.523 -0.040 0.072 -0.060
N -0.945 -5.828 -1.141 -0.134 0.028 -0.127
H 1.649 -5.940 -0.799 -0.008 0.020 -0.045
H 1.036 -7.333 0.073 -0.025 0.029 0.013
H 1.949 -7.569 -1.419 0.004 0.006 -0.006
H -0.603 -7.836 -1.556 -0.034 -0.007 -0.055
H -0.878 -6.915 -3.698 0.000 0.033 -0.018
H 0.797 -7.457 -3.614 0.051 0.014 0.063
H 2.450 -5.961 -3.724 0.013 -0.015 0.024
H 2.057 -4.692 -2.534 0.038 -0.056 0.012
H 2.033 -4.323 -4.263 -0.015 -0.008 -0.015
H -1.857 -5.876 -1.588 0.011 -0.084 -0.014
H -0.559 -4.935 -1.440 0.044 0.004 0.043
C 7.262 3.307 0.760 -0.018 0.080 0.029
C 6.899 2.197 1.740 0.036 0.011 -0.208
C 8.100 1.396 2.257 -0.018 -0.019 0.188
O 8.640 0.474 1.336 -0.026 0.027 -0.089
C 9.521 1.014 0.369 0.023 -0.101 0.006
N 5.884 1.333 1.125 -0.024 -0.060 0.123
H 7.469 2.915 -0.236 0.029 -0.040 0.009
H 6.433 4.008 0.664 -0.024 -0.024 -0.015
H 8.137 3.864 1.098 0.008 -0.005 -0.003
H 6.443 2.669 2.616 0.022 -0.038 0.049
H 7.762 0.791 3.103 0.014 -0.032 -0.016
H 8.885 2.066 2.631 -0.015 0.052 -0.062
H 10.118 1.830 0.787 -0.009 0.028 -0.007
H 8.987 1.375 -0.514 0.018 0.068 0.017
H 10.190 0.214 0.057 0.001 -0.011 0.020
H 5.555 0.663 1.815 -0.044 0.035 0.014
H 6.352 0.761 0.426 -0.009 0.039 -0.050
```
Forces are in eV/Å.

Its multiplicity is 1. The net charge is +1. The value obtained for the LUMO energy is -2.63 eV.

2.
C26H47OSn as an isolated structure at a distorted geometry, computed with ωB97M-V/def2-TZVPD.

Geometry as XYZ:
```
75
Properties=species:S:1:pos:R:3:forces:R:3
C -5.561 2.929 -0.284 -0.069 -0.128 0.006
C -5.160 1.652 0.451 0.178 0.008 0.061
C -3.795 1.780 1.136 0.061 0.120 0.129
C -3.306 0.494 1.836 0.427 -0.261 0.067
Sn -1.500 -0.356 0.980 -0.386 0.309 0.174
C -1.936 -0.790 -1.113 0.331 -0.055 0.375
C -3.080 -1.788 -1.324 0.029 0.024 -0.008
C -3.350 -2.120 -2.797 -0.020 -0.003 0.288
C -4.479 -3.137 -2.943 0.068 0.078 -0.142
C 0.033 1.167 1.217 -0.088 -0.549 -0.219
C 0.300 1.599 2.673 0.066 -0.153 0.118
C -0.001 3.076 2.952 0.049 -0.230 -0.018
C 0.210 3.438 4.420 -0.044 0.108 -0.090
C -1.039 -2.278 2.053 -0.378 0.498 -1.048
C -0.734 -2.128 3.481 0.770 0.230 0.501
C 0.491 -1.856 3.996 -1.345 -0.196 -0.499
C 0.635 -1.383 5.413 0.090 0.215 0.499
C 1.702 -1.808 3.122 0.501 0.283 -0.345
H -6.555 2.812 -0.724 0.082 0.115 0.008
H -5.588 3.781 0.402 0.001 -0.075 -0.108
H -4.860 3.161 -1.094 -0.064 -0.013 0.123
H -5.918 1.416 1.211 0.124 -0.037 -0.110
H -5.144 0.811 -0.255 0.015 0.058 0.099
H -3.057 2.132 0.393 -0.218 -0.026 0.133
H -3.867 2.585 1.889 0.052 -0.183 -0.294
H -3.031 0.693 2.879 -0.288 -0.094 -0.093
H -4.044 -0.316 1.818 -0.098 0.282 0.128
H -2.142 0.172 -1.600 0.027 -0.173 0.049
H -0.989 -1.168 -1.520 -0.243 0.021 -0.188
H -2.853 -2.732 -0.802 -0.087 0.195 -0.030
H -4.014 -1.398 -0.884 0.268 -0.105 -0.027
H -3.606 -1.200 -3.333 0.083 -0.082 0.014
H -2.432 -2.519 -3.246 -0.066 0.098 -0.014
H -4.652 -3.363 -3.998 -0.072 -0.049 0.120
H -4.228 -4.072 -2.430 -0.076 0.095 -0.052
H -5.411 -2.747 -2.518 0.103 -0.094 -0.050
H 0.930 0.736 0.755 -0.077 0.341 -0.018
H -0.317 1.994 0.585 0.236 -0.038 0.150
H -0.282 0.980 3.379 0.136 0.224 -0.107
H 1.360 1.399 2.914 -0.345 0.111 -0.007
H 0.647 3.697 2.319 -0.129 -0.088 0.064
H -1.037 3.298 2.662 0.124 -0.038 -0.009
H 0.043 4.509 4.568 0.057 -0.137 0.101
H -0.488 2.895 5.069 0.125 0.057 -0.104
H 1.232 3.200 4.737 -0.146 0.054 -0.009
H -1.996 -2.778 1.848 0.469 -0.291 0.121
H -0.225 -2.657 1.423 -0.224 -0.297 0.284
H -1.599 -2.160 4.154 0.245 0.210 -0.083
H 1.669 -1.077 5.604 -0.208 -0.040 0.103
H -0.007 -0.507 5.609 0.232 -0.286 -0.033
H 0.370 -2.140 6.160 -0.020 0.051 -0.054
H 2.563 -1.435 3.686 -0.065 -0.073 -0.163
H 1.984 -2.788 2.711 -0.119 0.069 0.012
H 1.573 -1.132 2.258 -0.022 -0.215 0.237
C 0.226 -4.866 7.460 0.279 0.624 0.539
O 0.012 -5.183 6.065 0.784 -0.698 -1.240
C 0.992 -5.435 5.246 -1.098 -0.927 0.419
C 0.797 -6.271 4.103 -0.044 0.308 -0.084
C 1.937 -6.578 3.314 -0.012 0.170 0.020
C 1.815 -7.304 2.142 0.389 0.089 0.340
C 0.567 -7.778 1.717 0.311 0.245 0.027
C 0.482 -8.500 0.406 -0.194 -0.035 0.048
C -0.558 -7.551 2.529 -0.158 0.063 0.364
C -0.459 -6.825 3.706 0.209 0.073 0.025
H -0.776 -4.921 7.891 0.295 0.077 -0.009
H 0.886 -5.604 7.937 -0.242 0.156 -0.340
H 0.643 -3.850 7.576 -0.217 -0.474 -0.175
H 1.995 -5.082 5.512 -0.180 -0.015 -0.061
H 2.902 -6.241 3.692 -0.081 -0.024 -0.387
H 2.692 -7.539 1.531 -0.245 0.175 0.310
H -0.537 -8.808 0.193 -0.035 -0.050 -0.043
H 0.823 -7.855 -0.409 -0.022 0.019 0.125
H 1.124 -9.385 0.391 -0.036 0.087 0.117
H -1.511 -7.981 2.216 0.216 0.220 0.203
H -1.318 -6.687 4.356 0.028 0.074 -0.239
```
Forces are in eV/Å.

Its multiplicity is 1. The net charge is +1. The value obtained for the LUMO energy is -5.26 eV.